# 1
{"formula": "C5H11N3O", "method": "wB97M-V/def2-TZVPD", "species": ["C", "C", "N", "N", "H", "H", "H", "H", "H", "H", "C", "C", "C", "N", "O", "H", "H", "H", "H", "H"], "coordinates": [[-0.064, 0.762, 1.468], [1.618, 1.229, 0.055], [2.268, 0.170, -0.289], [1.610, 2.447, -0.018], [1.818, -0.800, -0.060], [2.769, 0.203, -1.169], [0.807, 3.009, 0.232], [0.642, 1.215, 2.160], [-0.647, 1.504, 0.929], [-0.754, 0.218, 2.105], [-0.942, -0.587, -1.783], [-1.348, -0.932, -0.382], [-0.253, -1.381, 0.552], [-2.567, -0.869, -0.027], [0.834, -1.841, 0.123], [-2.690, -1.147, 0.951], [-0.605, -1.709, 1.540], [-1.825, -0.439, -2.400], [-0.324, -1.382, -2.202], [-0.348, 0.331, -1.785]], "mulliken_charge": [-1.376, 0.590, -0.353, -0.636, 0.310, 0.260, 0.292, 0.400, 0.319, 0.366, -1.046, 1.044, -0.323, -0.704, -0.645, 0.248, 0.401, 0.375, 0.273, 0.201], "total_charge": 0, "total_energy_ev": -11876.910, "largest_force_ha_per_bohr": 0.0265, "homo_ev": -8.6644}

=====

# 2
{"formula": "C19H19BrN4O3", "method": "wB97M-V/def2-TZVPD", "species": ["C", "C", "N", "C", "O", "N", "C", "C", "O", "N", "C", "C", "C", "C", "C", "N", "C", "O", "C", "C", "C", "C", "C", "C", "C", "Br", "C", "H", "H", "H", "H", "H", "H", "H", "H", "H", "H", "H", "H", "H", "H", "H", "H", "H", "H", "H"], "coordinates": [[1.903, 0.349, 2.078], [1.516, 0.200, 0.650], [2.279, 0.765, -0.351], [1.673, 0.446, -1.459], [2.039, 0.801, -2.696], [0.581, -0.312, -1.275], [0.453, -0.473, 0.110], [-0.618, -1.221, 0.773], [-0.949, -0.988, 1.927], [-1.264, -2.184, 0.033], [-0.618, -3.021, -1.006], [-1.287, -4.370, -0.727], [-2.716, -3.930, -0.413], [-2.266, -3.016, 0.725], [-1.516, -4.005, 1.624], [-0.835, -4.816, 0.595], [0.370, -5.436, 0.722], [1.025, -5.763, -0.257], [0.816, -5.713, 2.116], [2.029, -6.209, 2.334], [2.566, -6.541, 3.664], [2.330, -5.726, 4.770], [2.844, -6.063, 6.011], [3.608, -7.210, 6.170], [3.857, -8.003, 5.062], [4.912, -9.564, 5.257], [3.358, -7.677, 3.814], [1.260, -0.250, 2.717], [2.945, 0.059, 2.213], [1.810, 1.393, 2.381], [2.832, 1.346, -2.606], [-0.075, -0.577, -1.988], [-0.851, -2.675, -2.018], [0.462, -3.069, -0.882], [-1.124, -5.127, -1.486], [-3.189, -3.393, -1.233], [-3.350, -4.749, -0.076], [-3.009, -2.411, 1.234], [-0.817, -3.488, 2.277], [-2.203, -4.605, 2.227], [0.137, -5.517, 2.937], [2.644, -6.434, 1.468], [1.755, -4.816, 4.648], [2.660, -5.423, 6.864], [4.015, -7.478, 7.134], [3.572, -8.308, 2.961]], "mulliken_charge": [-1.249, 0.854, -0.691, 0.183, -0.502, -0.040, 0.337, 0.178, -0.672, 0.078, -0.831, -0.605, -0.821, -0.593, -0.945, 0.066, 0.273, -0.686, -0.435, -0.510, 0.598, -0.654, -0.515, -0.398, -0.016, -0.191, -0.347, 0.284, 0.338, 0.287, 0.385, 0.230, 0.344, 0.525, 0.601, 0.407, 0.406, 0.594, 0.583, 0.310, 0.634, 0.462, 0.484, 0.386, 0.402, 0.470], "total_charge": 0, "total_energy_ev": -102157.826, "smiles": "Cc1nc(O)[nH]c1C(=O)N1C[C@@H]2C[C@H]1CN2C(=O)/C=C/c1cccc(Br)c1", "largest_force_ha_per_bohr": 0.0041, "homo_ev": -8.5168}

=====

# 3
{"formula": "C30H43N3O2OsP2S", "method": "wB97M-V/def2-TZVPD", "species": ["Os", "C", "C", "C", "P", "C", "C", "C", "C", "C", "C", "C", "C", "C", "N", "C", "C", "C", "C", "C", "C", "P", "C", "C", "C", "C", "C", "C", "H", "H", "H", "H", "H", "H", "H", "H", "H", "H", "H", "H", "H", "H", "H", "H", "H", "H", "H", "H", "H", "H", "H", "H", "H", "H", "H", "H", "H", "H", "H", "H", "H", "H", "H", "H", "O", "C", "C", "C", "C", "C", "C", "N", "H", "H", "H", "H", "H", "H", "H", "O", "S", "N"], "coordinates": [[0.473, -0.199, -0.400], [2.505, 2.487, 2.039], [2.859, 2.578, 0.556], [4.141, 1.794, 0.267], [1.462, 2.032, -0.502], [1.952, 2.552, -2.219], [1.662, 4.020, -2.528], [1.383, 1.671, -3.334], [0.042, 2.977, 0.076], [-0.050, 4.366, 0.081], [-1.239, 4.996, 0.416], [-2.360, 4.225, 0.688], [-2.264, 2.843, 0.753], [-1.037, 2.216, 0.532], [-0.862, 0.798, 0.729], [-1.604, 0.207, 1.780], [-2.243, 0.926, 2.801], [-3.062, 0.272, 3.705], [-3.226, -1.105, 3.641], [-2.467, -1.837, 2.739], [-1.640, -1.193, 1.831], [-0.313, -2.001, 0.924], [-0.926, -3.598, 0.243], [-0.895, -4.767, 1.236], [-2.325, -3.440, -0.362], [0.830, -2.395, 2.302], [1.194, -1.139, 3.092], [2.101, -3.074, 1.783], [3.281, 2.975, 2.628], [2.455, 1.446, 2.358], [1.555, 2.968, 2.277], [2.999, 3.631, 0.284], [4.026, 0.748, 0.562], [4.958, 2.212, 0.856], [4.449, 1.831, -0.778], [3.036, 2.408, -2.191], [0.599, 4.243, -2.459], [1.972, 4.217, -3.555], [2.213, 4.709, -1.887], [0.318, 1.856, -3.471], [1.523, 0.608, -3.145], [1.894, 1.917, -4.264], [0.810, 4.966, -0.177], [-1.295, 6.075, 0.434], [-3.315, 4.699, 0.873], [-3.147, 2.257, 0.958], [-2.071, 1.983, 2.920], [-3.565, 0.843, 4.473], [-3.888, -1.610, 4.330], [-2.512, -2.916, 2.766], [-0.219, -3.825, -0.559], [-1.497, -4.579, 2.124], [0.111, -5.028, 1.554], [-1.320, -5.640, 0.740], [-3.086, -3.470, 0.417], [-2.518, -4.262, -1.051], [-2.451, -2.509, -0.910], [0.263, -3.074, 2.944], [1.595, -0.370, 2.432], [1.966, -1.386, 3.822], [0.345, -0.721, 3.633], [2.710, -2.375, 1.210], [1.902, -3.937, 1.145], [2.698, -3.421, 2.626], [-1.554, 1.327, -1.996], [-2.414, 0.229, -2.222], [-1.596, -0.963, -2.633], [-2.077, -1.728, -3.683], [-1.378, -2.832, -4.131], [-0.190, -3.152, -3.503], [0.231, -2.371, -2.450], [-0.443, -1.293, -2.000], [-2.084, 2.128, -1.912], [-3.105, 0.460, -3.033], [-3.004, -0.018, -1.327], [-3.003, -1.437, -4.157], [-1.751, -3.425, -4.956], [0.407, -3.998, -3.811], [1.138, -2.619, -1.931], [4.315, -1.903, -0.485], [3.498, -1.255, -1.486], [2.123, -0.829, -1.074]], "mulliken_charge": [1.767, -1.420, 0.657, -1.576, -0.500, 1.013, -1.712, -1.485, 0.850, -0.575, -1.003, -1.068, -0.475, -0.895, 0.650, -0.027, -0.703, -0.974, -1.048, -0.666, 0.528, 0.180, 0.960, -1.291, -1.503, 0.533, -1.640, -1.538, 0.528, 0.320, 0.273, 0.652, 0.347, 0.438, 0.342, 0.334, 0.422, 0.462, 0.354, 0.259, 0.138, 0.584, 0.492, 0.508, 0.509, 0.722, 0.710, 0.452, 0.494, 0.280, 0.259, 0.183, 0.397, 0.502, 0.345, 0.500, 0.193, 1.004, 0.064, 0.602, 0.281, 0.175, 0.301, 0.555, -0.480, -0.930, 0.387, -0.737, -0.792, -0.807, -0.199, 0.928, 0.268, 0.745, 0.169, 0.535, 0.473, 0.532, 0.336, -0.475, 0.188, -0.161], "total_charge": 2, "total_energy_ev": -72239.659, "largest_force_ha_per_bohr": 0.0144, "homo_ev": [-13.8241, -13.8327]}

=====

# 4
{"formula": "C29H68CuN9O13", "method": "wB97M-V/def2-TZVPD", "species": ["Cu", "C", "C", "C", "O", "H", "H", "H", "H", "H", "H", "H", "C", "O", "C", "O", "O", "C", "H", "H", "H", "H", "H", "H", "C", "C", "O", "N", "C", "H", "H", "H", "H", "H", "H", "H", "C", "C", "O", "N", "C", "H", "H", "H", "H", "H", "H", "H", "C", "C", "O", "N", "C", "H", "H", "H", "H", "H", "H", "H", "C", "C", "O", "N", "C", "H", "H", "H", "H", "H", "H", "H", "C", "C", "O", "N", "C", "H", "H", "H", "H", "H", "H", "H", "O", "C", "N", "C", "H", "H", "H", "H", "H", "O", "C", "N", "C", "H", "H", "H", "H", "H", "O", "C", "N", "C", "H", "H", "H", "H", "H", "O", "C", "N", "C", "H", "H", "H", "H", "H"], "coordinates": [[-3.212, -0.134, -0.270], [0.864, 0.638, -1.060], [0.224, -0.415, -0.125], [0.994, -0.482, 1.204], [-1.102, -0.050, 0.132], [0.879, 1.613, -0.578], [0.407, 0.725, -2.046], [1.870, 0.288, -1.233], [0.225, -1.402, -0.600], [1.328, 0.469, 1.604], [1.827, -1.168, 1.048], [0.408, -0.864, 2.045], [3.796, 0.927, 3.398], [3.504, 1.052, 2.039], [3.806, 2.121, 1.339], [4.409, 3.087, 1.729], [3.490, 1.805, 0.071], [3.731, 2.791, -0.950], [3.209, 1.567, 4.061], [4.853, 1.038, 3.646], [3.566, -0.077, 3.764], [3.636, 2.236, -1.877], [4.731, 3.222, -0.894], [3.046, 3.627, -0.822], [-4.715, -2.269, -3.841], [-3.477, -2.245, -2.963], [-3.351, -1.440, -2.037], [-2.474, -3.034, -3.351], [-1.234, -3.169, -2.583], [-5.175, -3.256, -3.866], [-4.552, -1.844, -4.829], [-5.459, -1.627, -3.366], [-2.607, -3.684, -4.106], [-0.312, -3.122, -3.167], [-1.233, -4.123, -2.061], [-1.147, -2.304, -1.935], [0.554, 3.776, 1.912], [0.993, 4.133, 3.329], [0.160, 4.192, 4.220], [2.317, 4.416, 3.481], [2.859, 4.627, 4.785], [1.189, 4.267, 1.171], [-0.497, 4.034, 1.827], [0.622, 2.708, 1.677], [2.854, 4.262, 2.643], [3.630, 3.901, 5.055], [2.137, 4.652, 5.599], [3.331, 5.601, 4.969], [-2.383, 3.620, -0.354], [-2.815, 2.838, -1.602], [-3.018, 1.628, -1.549], [-3.177, 3.581, -2.653], [-3.664, 3.091, -3.936], [-1.622, 2.983, 0.093], [-3.238, 3.851, 0.272], [-1.855, 4.511, -0.699], [-3.059, 4.575, -2.559], [-4.158, 2.126, -3.868], [-2.830, 3.034, -4.633], [-4.421, 3.782, -4.301], [-2.526, 1.808, 3.358], [-3.825, 1.294, 2.775], [-3.815, 1.059, 1.557], [-4.951, 1.116, 3.475], [-6.178, 0.590, 2.921], [-1.720, 1.199, 2.967], [-2.474, 1.826, 4.447], [-2.519, 2.844, 3.016], [-4.960, 1.576, 4.372], [-6.075, -0.377, 2.443], [-6.639, 1.379, 2.322], [-6.918, 0.464, 3.715], [1.473, -5.653, -1.493], [2.365, -4.431, -1.305], [2.112, -3.362, -1.853], [3.380, -4.638, -0.453], [4.025, -3.543, 0.249], [0.909, -5.732, -0.557], [2.045, -6.564, -1.655], [0.712, -5.482, -2.249], [3.541, -5.569, -0.112], [5.020, -3.287, -0.107], [4.095, -3.784, 1.312], [3.417, -2.640, 0.284], [-3.318, -1.771, 1.149], [-3.259, -1.972, 2.361], [-2.116, -1.720, 3.050], [-4.276, -2.858, 3.053], [-1.490, -1.183, 2.451], [-1.660, -2.443, 3.581], [-3.963, -3.295, 3.997], [-4.589, -3.689, 2.417], [-5.232, -2.332, 3.128], [1.205, -6.258, 2.751], [1.022, -5.268, 3.434], [0.597, -5.401, 4.729], [1.271, -3.860, 2.994], [0.513, -6.362, 5.018], [0.605, -4.617, 5.350], [0.468, -3.427, 2.398], [2.275, -3.737, 2.592], [1.336, -3.127, 3.810], [3.231, 0.556, -4.647], [2.952, -0.554, -4.213], [3.089, -0.902, -2.917], [2.345, -1.580, -5.160], [3.333, -0.217, -2.230], [2.785, -1.827, -2.623], [1.416, -1.226, -5.597], [2.053, -2.444, -4.548], [3.075, -1.914, -5.890], [3.185, 4.330, -3.597], [2.421, 3.909, -4.441], [2.632, 3.979, -5.762], [1.085, 3.248, -4.097], [3.588, 4.274, -5.935], [1.987, 3.724, -6.477], [1.076, 2.184, -4.339], [0.239, 3.702, -4.614], [0.966, 3.299, -3.013]], "mulliken_charge": [0.366, 0.513, 0.950, 0.652, 0.788, -0.187, 0.571, -1.019, -0.517, -0.786, -0.599, 0.123, -0.779, -0.060, 0.531, -0.652, -0.091, -0.713, 0.233, 0.381, 0.232, 0.081, 0.492, 0.281, -1.348, 0.573, -0.390, -0.070, 0.052, 0.393, 0.328, 0.292, 0.254, 0.068, 0.181, -0.362, -0.347, 0.440, -0.677, -0.030, -1.045, 0.542, 0.229, -0.154, 0.114, 0.317, 0.359, 0.356, -0.387, 0.292, -0.422, -0.159, -0.881, -0.422, 0.277, 0.560, 0.249, 0.268, 0.245, 0.381, -0.418, 0.457, -0.554, -0.199, -0.832, -0.219, 0.471, 0.271, 0.274, 0.134, 0.317, 0.334, -1.263, 0.513, -0.526, -0.118, -0.720, 0.314, 0.427, 0.254, 0.257, 0.335, 0.417, -0.111, -0.305, 0.596, -0.216, -1.172, -0.075, 0.304, 0.375, 0.356, 0.179, -0.625, 0.416, -0.385, -0.216, 0.263, 0.211, 0.028, -0.073, 0.411, -0.659, 0.761, -0.061, -0.829, 0.019, 0.348, 0.258, 0.099, 0.295, -0.627, 0.700, -0.410, -0.832, 0.268, 0.189, 0.274, 0.473, -0.020], "total_charge": 1, "total_energy_ev": -115841.628, "largest_force_ha_per_bohr": 0.0607, "homo_ev": [-10.9396, -10.6772], "spin_multiplicity": 2}

=====

# 5
{"formula": "C8H26N4O10P4Tb", "method": "wB97M-V/def2-TZVPD", "species": ["Tb", "O", "P", "O", "O", "O", "P", "O", "O", "O", "H", "H", "C", "N", "C", "P", "O", "O", "P", "O", "N", "C", "C", "N", "C", "C", "N", "C", "C", "H", "H", "H", "H", "H", "H", "H", "H", "H", "H", "H", "H", "H", "H", "H", "H", "H", "H", "H", "H", "H", "H", "H", "H"], "coordinates": [[0.860, -2.265, 0.451], [3.278, -2.588, 1.156], [2.637, -3.601, 2.264], [3.538, -4.070, 3.296], [1.363, -2.778, 2.496], [2.168, -4.838, 1.278], [1.210, -4.853, -0.027], [1.166, -6.340, -0.489], [-0.139, -4.340, 0.401], [1.788, -3.830, -0.978], [4.139, -2.902, 0.846], [1.978, -6.714, -0.848], [-2.678, 0.576, 2.459], [-2.221, 1.069, 1.156], [-2.163, 2.524, 1.052], [-1.745, 0.047, 0.007], [-1.103, -1.215, 0.544], [-0.645, 0.846, -0.855], [0.954, 0.950, -0.611], [1.549, -0.434, -0.661], [1.445, 1.922, -1.793], [0.637, 3.035, -2.293], [2.567, 1.565, -2.673], [1.193, 1.599, 0.865], [1.695, 0.747, 1.957], [1.618, 3.000, 1.006], [-2.960, -0.328, -0.983], [-3.900, 0.711, -1.420], [-2.843, -1.432, -1.943], [-3.656, 1.001, 2.690], [-1.966, 0.867, 3.233], [-2.766, -0.508, 2.456], [-3.145, 2.946, 1.270], [-1.881, 2.842, 0.051], [-1.439, 2.928, 1.764], [-0.185, 3.269, -1.620], [0.220, 2.792, -3.272], [1.260, 3.926, -2.383], [3.110, 0.712, -2.277], [3.245, 2.415, -2.749], [2.188, 1.314, -3.665], [1.097, -0.153, 2.115], [1.603, 1.297, 2.891], [2.737, 0.463, 1.804], [1.106, 3.650, 0.300], [2.696, 3.102, 0.866], [1.351, 3.340, 2.005], [-4.112, 1.413, -0.616], [-4.839, 0.231, -1.691], [-3.518, 1.251, -2.291], [-2.231, -2.231, -1.531], [-2.425, -1.090, -2.892], [-3.837, -1.841, -2.118]], "mulliken_charge": [0.907, -0.270, 0.912, -0.749, -0.473, -0.123, 0.857, -0.528, -0.564, -0.536, 0.276, 0.353, -1.009, 0.568, -0.974, 0.373, -0.571, 0.036, -0.238, -0.725, 0.591, -0.932, -0.981, 0.916, -1.095, -1.088, 0.181, -0.977, -0.949, 0.315, 0.324, 0.338, 0.438, 0.239, 0.269, 0.195, 0.344, 0.374, 0.302, 0.300, 0.335, 0.397, 0.415, 0.271, 0.334, 0.318, 0.402, 0.283, 0.369, 0.298, 0.282, 0.309, 0.365], "total_charge": 1, "total_energy_ev": -94753.916, "largest_force_ha_per_bohr": 0.0185, "homo_ev": [-13.0751, -12.8154], "spin_multiplicity": 7}